# 1
Entry from OMol25: a cluster of 2 separate species, C12H8BrN in total in a non-equilibrium geometry (ωB97M-V/def2-TZVPD).

Structure (ORCA input):
```
! RIJCOSX wB97M-V def2-TZVPD def2/J DEFGRID3
* xyz 0 1
C -1.47981 1.83537 -0.09377
C 1.74450 1.66883 0.78837
C 1.74496 1.78729 -0.61101
C -0.92550 -2.18892 0.60390
C -0.85927 -2.13968 -0.78809
C -0.32941 -1.27160 1.46561
C -0.34755 -1.16202 -1.56434
C 1.07194 0.85526 1.67399
C 1.14816 0.74761 -1.37307
C 0.00129 0.10132 1.21111
C -0.02835 0.11137 -1.04102
C -0.72839 0.67958 0.05434
N -2.16889 2.72615 -0.28124
Br -4.14564 -0.34257 -0.04496
H 2.28958 2.40637 1.26776
H 2.63049 2.34685 -0.97608
H -1.22220 -3.08827 1.11356
H -1.27498 -2.98369 -1.33414
H -0.25350 -1.49259 2.48789
H -0.12776 -1.50182 -2.67920
H 1.73695 0.60321 2.46399
H 1.52339 0.30196 -2.34361
*
```

Calculated values
relative energy (zero: lowest compared OMol25 entry of this formula, charge and spin)	529.87	kJ/mol
orbital gap (spin up / spin down)	4.812 / 4.819	eV
E_tot	-84099.295	eV

Mulliken population analysis, charges in e, atoms 1 to 8: -0.21, -0.37, -0.93, -0.67, -0.20, -0.55, -0.51, -0.72


# 2
Entry from OMol25: a structure of composition C3H8NOPS2 in a non-equilibrium geometry (ωB97M-V/def2-TZVPD).

Structure (ORCA input):
```
! RIJCOSX wB97M-V def2-TZVPD def2/J DEFGRID3
* xyz 0 1
C -1.41607 1.00884 -0.20114
C -1.27734 2.30590 0.59496
C 1.80376 -2.77944 -0.65667
N -0.09348 0.56754 -0.49458
O -0.04530 2.29343 1.25575
P 0.84788 1.03281 0.73290
S 0.64725 -0.38449 2.26815
S 0.17911 -2.26983 -1.39826
H -2.04805 0.37976 0.36368
H -2.00211 0.97419 -1.19975
H -1.31645 3.27440 0.03845
H -2.15827 2.38602 1.32191
H 1.82176 -2.90858 0.44365
H 2.73534 -2.08543 -0.77200
H 2.17543 -3.77631 -1.07475
H 0.14654 -0.01881 -1.22231
*
```

Calculated values
relative energy (zero: lowest compared OMol25 entry of this formula, charge and spin)	405.34	kJ/mol
orbital gap (spin up / spin down)	6.733 / 6.534	eV
E_tot	-37735.048	eV

Mulliken population analysis, charges in e, atoms 1 to 8: -0.55, -0.23, -0.74, -0.06, -0.30, 0.09, -0.29, -0.12


# 3
Entry from OMol25: a structure of composition C13H26F2MgO10 in a non-equilibrium geometry (ωB97M-V/def2-TZVPD).

Structure (ORCA input):
```
! RIJCOSX wB97M-V def2-TZVPD def2/J DEFGRID3
* xyz 0 1
Mg 0.27720 0.05165 -0.06997
F 2.46671 -0.51688 1.34396
F -2.02638 0.39935 -1.23056
C -1.93390 -1.02267 5.17209
C -3.31066 -0.96985 4.54179
C -2.97667 -0.47539 3.10688
O -1.55241 -0.76397 2.90260
C -0.95788 -1.30087 4.03805
H -1.74482 -1.85966 5.84426
H -1.59754 -0.11325 5.67001
H -4.08201 -0.29132 4.90609
H -3.69976 -1.97980 4.41256
H -3.16984 0.58416 2.93909
H -3.60853 -1.07146 2.44844
H 0.05122 -0.98854 4.30689
H -0.92494 -2.34149 3.71534
C -0.41585 5.52205 -0.36460
O 0.15026 5.44783 0.87555
C 0.42465 4.24562 1.41696
O 0.18134 3.13349 0.90002
O 0.86076 4.54239 2.65681
C 1.17499 3.53146 3.54144
H 0.09274 5.09421 -1.22853
H -0.40715 6.54008 -0.75401
H -1.40399 5.06252 -0.34157
H 0.38925 3.35910 4.27698
H 1.99253 3.93784 4.13689
H 1.39012 2.53232 3.16256
C -1.69134 -3.13627 -3.37388
O -1.01818 -4.14098 -2.63119
C -0.24558 -3.90268 -1.57825
O -0.05547 -2.81447 -1.06892
O 0.39182 -5.06534 -1.43368
C 1.49441 -5.05733 -0.51696
H -1.00956 -2.33687 -3.66410
H -2.49629 -2.62165 -2.84917
H -2.03079 -3.55813 -4.31988
H 2.09574 -5.90906 -0.83485
H 1.11390 -5.12396 0.50228
H 2.08554 -4.15012 -0.64196
C 3.89099 -0.82772 -3.68477
O 3.32115 0.17013 -4.47610
C 2.15358 0.73055 -3.97998
O 1.69898 0.56450 -2.87850
O 1.61044 1.34785 -5.05736
C 0.42758 2.05520 -4.91750
H 3.18804 -1.65955 -3.72989
H 3.94660 -0.44523 -2.66559
H 4.93423 -1.11242 -3.82153
H 0.33145 2.62642 -5.84084
H 0.53786 2.80001 -4.12933
H -0.31454 1.27821 -4.73407
*
```

Calculated values
relative energy (zero: lowest compared OMol25 entry of this formula, charge and spin)	0.00	kJ/mol
orbital gap	8.389	eV
E_tot	-45254.093	eV

Mulliken population analysis, charges in e, atoms 1 to 8: 1.77, -0.81, -0.81, -0.54, -0.52, -0.46, -0.32, -0.51


# 4
Entry from OMol25: a cluster of 7 separate species, C3H20N6O7 in total in a non-equilibrium geometry (ωB97M-V/def2-TZVPD).

Structure (ORCA input):
```
! RIJCOSX wB97M-V def2-TZVPD def2/J DEFGRID3
* xyz 0 1
N -0.69365 -2.88040 1.69442
C 0.55661 -2.44917 1.32867
N 1.27030 -3.33277 0.57942
O 0.96917 -1.34445 1.68003
H -1.08822 -3.78856 1.55598
H -1.22087 -2.15111 2.14186
H 0.80598 -4.19563 0.36747
H 2.19858 -3.18677 0.23663
N 1.66673 5.30754 0.01738
C 1.51719 4.08844 0.63106
N 0.39427 3.93915 1.38499
O 2.37714 3.21605 0.60896
H 2.57152 5.52792 -0.35156
H 0.97401 6.02806 0.05208
H 0.29614 3.11020 1.93655
H -0.26516 4.68417 1.51426
N -1.70238 -2.02357 -1.77757
C -1.54410 -3.35974 -2.02664
N -0.21879 -3.71073 -2.27943
O -2.47560 -4.14766 -2.09077
H -0.94317 -1.37658 -1.87209
H -2.63331 -1.67367 -1.66781
H 0.16833 -4.63216 -2.24778
H 0.41777 -2.97154 -2.03492
O -0.20449 1.26131 -2.63091
H -0.71645 2.07332 -2.60585
H -0.36939 0.84036 -1.76103
O 3.18033 0.33087 0.56043
H 3.49701 -0.56375 0.71209
H 2.33768 0.36283 1.02400
O -2.88440 1.44293 1.48991
H -3.38455 1.42640 0.66434
H -3.05107 2.31609 1.86328
O -0.51620 0.75121 0.07537
H -0.11745 -0.01387 0.51599
H -1.16948 1.09527 0.71119
*
```

Calculated values
relative energy (zero: lowest compared OMol25 entry of this formula, charge and spin)	96.61	kJ/mol
orbital gap	9.569	eV
E_tot	-26711.518	eV
SMILES	NC(N)=O.NC(N)=O.NC(N)=O.O.O.O.O

Mulliken population analysis, charges in e, atoms 1 to 8: -0.38, 0.63, -0.36, -0.68, 0.16, 0.22, 0.19, 0.18